Record 1
# C5H9NO3

An isolated molecule of C5H9NO3 (ωB97M-V/def2-TZVPD, OMol25).

Its total charge is 0. The energy above the lowest of the compared OMol25 structures with the same formula, charge and spin comes out at 3.583 eV. As for the SMILES: NC(=O)[C@@H]1CO[C@@H]1CO. The LUMO energy is 0.68 eV. The calculation puts the orbital gap at 10.50 eV. The spin multiplicity is 1.

CARTESIAN COORDINATES (ANGSTROEM)
1 N 2.07541 -1.27173 -0.09583
2 C 1.60137 -0.05954 -0.40356
3 O 2.11009 0.77162 0.40021
4 C 0.25129 0.11509 -1.04703
5 C -0.28602 1.55039 -1.10344
6 O -1.48027 1.18908 -0.38723
7 C -1.03133 -0.16650 -0.22166
8 C -0.88800 -0.54166 1.23866
9 O -2.14270 -0.58886 1.88126
10 H 1.81683 -2.01992 -0.72767
11 H 2.76045 -0.83884 0.77703
12 H 0.24528 -0.41603 -2.00527
13 H -0.51176 1.92427 -2.11094
14 H 0.31716 2.28412 -0.55073
15 H -1.72308 -0.86680 -0.71442
16 H -0.21432 0.16968 1.74431
17 H -0.44653 -1.54601 1.31011
18 H -2.45386 0.31162 2.01619


Record 2
# C5H9NO3

An isolated molecule of C5H9NO3 (ωB97M-V/def2-TZVPD, OMol25).

Its total charge is 0. The energy above the lowest of the compared OMol25 structures with the same formula, charge and spin comes out at 1.572 eV. As for the SMILES: O=C1CN[C@H](O)C[C@H]1O. The LUMO energy is 0.70 eV. The calculation puts the orbital gap at 10.16 eV. The spin multiplicity is 1.

CARTESIAN COORDINATES (ANGSTROEM)
1 O -2.46737 0.75344 0.51627
2 C -1.38570 0.54644 0.01867
3 C -0.33436 1.60653 -0.23519
4 N 0.98385 1.05614 -0.49977
5 C 1.30308 -0.01528 0.45067
6 O 2.59730 -0.42214 0.15047
7 C 0.34922 -1.21866 0.36873
8 C -0.96067 -0.86093 -0.36960
9 O -1.97292 -1.78405 -0.09528
10 H -0.27996 2.25178 0.64897
11 H -0.65968 2.23616 -1.06759
12 H 1.02738 0.68492 -1.44569
13 H 1.24753 0.45649 1.44627
14 H 3.05478 0.45821 -0.01828
15 H 0.09438 -1.55926 1.37113
16 H 0.85566 -2.02655 -0.15622
17 H -0.77513 -0.85856 -1.45640
18 H -2.67738 -1.30469 0.37284


Record 3
# C5H9NO3

An isolated molecule of C5H9NO3 (ωB97M-V/def2-TZVPD, OMol25).

Its total charge is 0. The energy above the lowest of the compared OMol25 structures with the same formula, charge and spin comes out at 2.428 eV. As for the SMILES: CC[C@H](C#N)C(O)(O)O. The LUMO energy is 0.60 eV. The calculation puts the orbital gap at 11.01 eV. The spin multiplicity is 1.

CARTESIAN COORDINATES (ANGSTROEM)
1 C 0.55988 -0.92859 1.83472
2 C 0.80039 0.32731 1.03833
3 C 0.83173 0.20989 -0.54535
4 C 0.92388 1.59328 -0.99297
5 N 0.82625 2.69512 -1.34722
6 C -0.78900 -0.29361 -1.15210
7 O -1.05570 -1.53683 -0.62303
8 O -1.72664 0.57189 -0.67320
9 O -0.70119 -0.38762 -2.53689
10 H 0.89005 -0.69976 2.85936
11 H -0.49888 -1.09268 2.14205
12 H 1.02919 -1.88401 1.69214
13 H 1.77332 0.77904 1.26538
14 H 0.06616 1.09580 1.46544
15 H 1.69059 -0.33680 -0.89927
16 H -1.64781 -1.29797 0.08519
17 H -1.40366 1.48521 -0.77678
18 H -1.56857 -0.29966 -2.83578


Record 4
# C5H9NO3

A structure of composition C5H9NO3 (ωB97M-V/def2-TZVPD, OMol25).

Its total charge is 0. The energy above the lowest of the compared OMol25 structures with the same formula, charge and spin comes out at 6.085 eV. The LUMO energy (alpha / beta) is -2.32 / -2.62 eV. The calculation puts the orbital gap (alpha / beta) at 7.47 / 7.09 eV. The spin multiplicity is 1.

CARTESIAN COORDINATES (ANGSTROEM)
1 C -1.02488 -0.33529 -1.19007
2 C 0.83095 -2.23997 0.00158
3 C -0.09175 2.79773 0.45053
4 N -0.92339 0.65311 -0.31032
5 C 0.14847 -1.22421 1.48878
6 C 0.07568 1.66021 -0.50897
7 O 0.65505 -0.12007 1.47012
8 O -0.53076 -1.93918 2.16326
9 O 1.05509 1.45895 -1.19207
10 H -1.94116 -0.92220 -1.17146
11 H -0.55833 -0.21463 -2.17427
12 H -0.21772 -1.26112 -0.60818
13 H 0.07144 -2.97798 -0.24112
14 H 1.59792 -2.60636 0.68475
15 H 1.28455 -1.92660 -0.93581
16 H -0.07196 2.40842 1.46891
17 H 0.70572 3.52328 0.31449
18 H -1.06491 3.26591 0.28985


Record 5
# C5H9NO3

A cluster of 2 separate species, C5H9NO3 in total (ωB97M-V/def2-TZVPD, OMol25).

Its total charge is 0. The energy above the lowest of the compared OMol25 structures with the same formula, charge and spin comes out at 5.429 eV. The LUMO energy is 0.82 eV. The calculation puts the orbital gap at 9.20 eV. The spin multiplicity is 1.

CARTESIAN COORDINATES (ANGSTROEM)
1 C -0.61182 -0.08080 -0.73297
2 C 0.50141 -1.03864 -0.60818
3 C 1.58922 -0.37665 0.28470
4 C 1.12835 1.03086 0.51540
5 C -2.96055 0.10452 0.45038
6 N -0.18080 0.98370 -0.16233
7 O -0.76695 2.22471 -0.27115
8 O -3.29493 1.15830 0.02348
9 O -3.41350 -1.08529 0.09806
10 H 0.07602 -1.89145 -0.05092
11 H 1.01481 -1.59456 -1.48019
12 H 1.78630 -0.97621 1.22883
13 H 2.67828 -0.40150 -0.10221
14 H 0.82836 1.41570 1.55593
15 H 1.72436 1.86553 0.13057
16 H -2.17390 0.02139 1.25822
17 H -1.75281 2.28511 -0.30949
18 H -4.31283 -1.13802 -0.39938


Record 6
# C5H9NO4

An isolated molecule of C5H9NO4 (ωB97M-V/def2-TZVPD, OMol25).

Its total charge is 0. The energy above the lowest of the compared OMol25 structures with the same formula, charge and spin comes out at 0.840 eV. As for the SMILES: N[C@@H](CCC(=O)O)C(=O)O. The LUMO energy is 0.56 eV. The calculation puts the orbital gap at 9.93 eV. The spin multiplicity is 1.

CARTESIAN COORDINATES (ANGSTROEM)
1 N 0.82814 1.52663 -0.37586
2 C 0.79802 0.24158 0.29772
3 C -0.09245 -0.82273 -0.41223
4 C -1.50333 -0.35181 -0.63031
5 C -2.38529 -0.18936 0.60482
6 O -1.89817 -0.19817 1.71837
7 O -3.70294 -0.03857 0.35240
8 C 2.22984 -0.39064 0.49390
9 O 2.51246 -1.54490 0.10738
10 O 3.17075 0.44377 0.89766
11 H 0.88951 2.34429 0.24813
12 H 1.34888 1.54874 -1.25615
13 H 0.57419 0.46267 1.33867
14 H 0.32244 -1.00909 -1.39701
15 H -0.01508 -1.78767 0.18547
16 H -1.43744 0.58593 -1.16279
17 H -1.93397 -1.07184 -1.33076
18 H -3.73685 0.24958 -0.55647
19 H 4.03129 0.00156 0.87707